# 1
The following is a quantum chemistry calculation of a 2-piece molecular cluster, C4H12NO3 overall at a distorted geometry, from OMol25.

Values from the calculation:
- ΔE to the lowest compared entry with this formula, charge and spin (eV) = 2.6439
- ⟨S²⟩ = 0.7533
- 2S+1 = 2

```
20
Properties=species:S:1:pos:R:3:nbo_charge:R:1
C 1.19 -1.55 -0.57 -0.064
O 2.49 -0.95 -0.54 -0.748
C 0.34 -0.40 -0.86 -0.047
C -1.17 -0.75 -0.87 -0.475
C -2.09 0.37 -0.55 -0.001
O -1.61 1.51 -0.35 -0.841
N 0.62 0.78 0.13 -0.727
H 1.01 -1.99 0.58 0.163
H 1.17 -2.33 -1.25 0.198
H 3.08 -1.60 -0.20 0.473
H 0.74 0.17 -1.73 0.218
H -1.41 -1.66 -0.20 0.179
H -1.33 -1.12 -1.76 0.200
H -3.16 0.39 -0.62 0.123
H 0.06 1.69 0.02 0.494
H 0.22 0.70 0.94 0.426
H 1.66 0.96 0.21 0.410
H -1.00 1.41 2.65 0.492
H 0.33 1.17 3.30 0.474
O -0.29 0.78 2.67 -0.946
```

# 2
The following is a quantum chemistry calculation of one molecule with the formula C4H12NO3P at a distorted geometry, from OMol25.

Values from the calculation:
- ΔE to the lowest compared entry with this formula, charge and spin (eV) = 1.5222
- structure (SMILES) = CN(C)C[P@](=O)(O)CO

```
21
Properties=species:S:1:pos:R:3:nbo_charge:R:1
C 1.20 -0.15 1.71 -0.405
N 1.65 0.18 0.40 -0.450
C 2.47 -0.74 -0.44 -0.421
C 0.64 0.85 -0.30 -0.426
P -1.06 -0.20 -0.86 1.886
O -1.18 -1.71 -0.77 -1.081
O -1.25 0.26 -2.51 -0.970
C -2.50 0.69 -0.03 -0.459
O -2.42 0.55 1.47 -0.734
H 2.04 -0.33 2.33 0.204
H 0.53 0.61 2.04 0.212
H 0.56 -1.12 1.69 0.163
H 3.51 -0.74 -0.06 0.207
H 1.97 -1.75 -0.41 0.202
H 2.54 -0.36 -1.51 0.211
H 1.09 1.35 -1.23 0.235
H 0.19 1.64 0.33 0.217
H -1.43 -0.50 -2.94 0.484
H -3.48 0.19 -0.34 0.213
H -2.80 1.76 -0.23 0.233
H -2.26 -0.45 1.65 0.478
```

# 3
The following is a quantum chemistry calculation of one molecule with the formula C4H12NOPS2 at a distorted geometry, from OMol25.

Values from the calculation:
- ΔE to the lowest compared entry with this formula, charge and spin (eV) = 0.4062
- structure (SMILES) = CCCN(C)[P@@](O)(=S)S

```
21
Properties=species:S:1:pos:R:3:nbo_charge:R:1
C -2.55 -0.77 0.37 -0.635
C -1.23 0.05 0.63 -0.404
C 0.00 -0.57 -0.09 -0.249
N 1.08 0.40 -0.22 -0.726
C 1.32 0.66 -1.57 -0.453
P 2.67 -0.23 0.41 1.519
O 2.48 -0.33 2.01 -1.001
S 3.32 -1.99 -0.21 -0.521
S 3.86 1.59 0.28 -0.329
H -3.09 -0.66 -0.65 0.212
H -2.40 -1.84 0.65 0.216
H -3.37 -0.22 0.87 0.220
H -1.06 0.09 1.77 0.198
H -1.33 1.09 0.49 0.210
H 0.21 -1.52 0.48 0.222
H -0.21 -0.97 -1.13 0.196
H 2.02 1.43 -1.75 0.219
H 1.49 -0.31 -2.10 0.189
H 0.38 0.90 -2.22 0.209
H 2.31 0.55 2.49 0.515
H 4.49 1.20 -0.94 0.192
```